Record 1
80
Properties=species:S:1:pos:R:3 method="wB97M-V/def2-TZVPD" e_homo_ev="-3.2 / -2.1" total_energy_ha=-2681.40677 e_above_lowest_ev=3.248 molar_mass_g_mol=685.03 fmax_ev_per_a=5.10 total_charge=-1 gap_ev="5.48 / 4.35" spin_multiplicity=8
Gd -0.23329 1.01523 -0.57922
N -4.05945 1.29618 0.10421
N 1.53294 2.95942 -0.46384
C 0.39149 -1.82109 -1.43640
C -0.26476 -0.93900 -2.36172
C -1.67645 -1.09547 -2.16780
C -2.73271 -0.44357 -2.96948
H -2.29540 0.06716 -3.83793
H -3.26306 0.33506 -2.37757
H -3.48800 -1.15916 -3.32894
C -1.87169 -2.04305 -1.14924
C -3.15282 -2.67750 -0.81768
H -3.39585 -3.48207 -1.55657
H -3.98527 -1.95458 -0.83776
H -3.16508 -3.18516 0.16985
C -0.62107 -2.47011 -0.68707
C -0.46313 -3.48150 0.36481
H -0.52277 -3.03102 1.37655
H 0.49560 -4.02548 0.28450
H -1.27594 -4.23230 0.30124
C 0.40393 -0.11294 -3.42370
H 0.53927 -0.67311 -4.36991
H 1.41456 0.22952 -3.13146
H -0.18837 0.78399 -3.67185
C 1.83743 -2.16308 -1.48154
H 2.22830 -2.43133 -0.48837
H 2.43950 -1.31571 -1.85500
H 2.05183 -3.01506 -2.16253
C -4.94436 1.72058 0.98934
H -5.74371 0.96797 1.25506
C -4.90662 2.97485 1.60151
H -5.71746 3.20163 2.25122
C -3.81785 3.82427 1.34249
H -3.52837 4.55147 2.10106
C -2.95562 3.54916 0.31533
H -2.17984 4.23695 0.00341
C -3.14152 2.27047 -0.41547
C -2.40485 1.93131 -1.50485
H -1.79468 2.58732 -2.48656
C 2.25801 1.95851 -0.09038
C 2.39098 3.73864 -1.30036
H 2.07328 4.70243 -1.64978
C 3.69323 3.25167 -1.19759
H 4.61414 3.63834 -1.67430
N 3.59051 1.99780 -0.40588
C 4.44078 0.88871 -0.37488
C 5.17704 0.51436 -1.55005
C 5.96169 -0.66241 -1.56272
H 6.48238 -0.93697 -2.51127
C 6.05944 -1.51460 -0.48037
C 7.07521 -2.57765 -0.33804
H 6.70842 -3.40942 0.26351
H 7.95674 -2.21813 0.19502
H 7.44689 -2.99648 -1.27021
C 5.09888 -1.32378 0.50086
H 4.98687 -2.14982 1.24760
C 4.30209 -0.18265 0.58261
C 3.16677 -0.24071 1.59590
H 2.55043 0.66364 1.59832
H 3.57592 -0.45589 2.61142
H 2.50444 -1.10801 1.36789
C 4.82456 1.19094 -2.84660
H 5.01399 2.27094 -2.88313
H 3.76199 1.00554 -3.11238
H 5.42976 0.75825 -3.66098
S -1.02845 -0.01966 1.83554
C -2.46005 -0.28133 2.83984
N -3.58391 -0.97959 2.52674
C -4.88199 -0.73634 3.17463
C -4.85728 0.58030 3.93299
C -3.63838 0.70631 4.80418
N -2.45144 0.26849 4.09034
H -3.54570 -1.47899 1.63264
H -5.16568 -1.53029 3.88410
H -5.66742 -0.73829 2.40930
H -5.78242 0.75986 4.49357
H -4.82684 1.41146 3.23155
H -3.78472 0.12769 5.71856
H -3.47757 1.74692 5.10269
H -1.53748 0.60997 4.37102

Record 2
78
Properties=species:S:1:pos:R:3 method="wB97M-V/def2-TZVPD" e_homo_ev="1.9 / 1.8" total_energy_ha=-2332.51517 molar_mass_g_mol=531.57 fmax_ev_per_a=5.54 total_charge=-2 gap_ev="2.38 / 2.48" spin_multiplicity=3
Ti 0.30923 0.52559 0.44631
N -3.82949 3.48209 0.44120
N 2.28442 1.92330 1.42806
C 0.51134 -1.51548 -0.76573
C 0.09080 -0.37218 -1.58033
C -1.34392 -0.24235 -1.40535
C -2.23268 0.57416 -2.19447
H -1.74436 1.22283 -2.91429
H -2.74819 1.60564 -1.29610
H -3.18255 0.14659 -2.52856
C -1.77289 -1.20618 -0.45681
C -3.17688 -1.32614 0.01295
H -3.86924 -1.60187 -0.79608
H -3.54047 -0.36851 0.42369
H -3.26216 -2.08549 0.79941
C -0.66178 -2.00032 -0.08169
C -0.75503 -3.24408 0.71738
H -1.44744 -3.12203 1.56328
H 0.22380 -3.54112 1.11143
H -1.13623 -4.08123 0.10850
C 0.88420 0.29876 -2.65667
H 0.74999 -0.14585 -3.65896
H 1.95725 0.26202 -2.43284
H 0.59950 1.35605 -2.72812
C 1.74105 -2.33991 -0.99366
H 2.08869 -2.75744 -0.03971
H 2.55617 -1.73699 -1.40885
H 1.60285 -3.19840 -1.68177
C -4.26008 4.09166 1.50521
H -5.32356 4.29167 1.48777
C -3.44250 4.45715 2.57794
H -3.86840 5.02640 3.37959
C -2.09506 4.03802 2.56147
H -1.40765 4.40506 3.33557
C -1.63396 3.16395 1.57782
H -0.57651 2.78988 1.43154
C -2.59843 2.85222 0.50078
C -2.24925 2.30106 -0.64635
H -1.14171 2.48960 -0.84998
C 2.69559 0.70315 0.99548
C 2.78647 2.79428 0.37229
H 2.34607 3.72592 -0.02356
C 3.97787 2.27613 0.02437
H 4.84058 2.79452 -0.40960
N 3.96645 0.92777 0.45508
C 4.83944 -0.11893 0.23968
C 5.44967 -0.13942 -1.03133
C 6.16839 -1.30272 -1.25674
H 6.75260 -1.37328 -2.16172
C 6.15583 -2.32824 -0.31500
C 7.08856 -3.46184 -0.50226
H 6.65002 -4.40187 -0.14587
H 8.01943 -3.29377 0.06375
H 7.35150 -3.55422 -1.56204
C 5.35613 -2.32137 0.82707
H 5.31126 -3.14545 1.51860
C 4.62778 -1.18996 1.13338
C 3.65497 -1.09517 2.27314
H 3.51911 -0.09514 2.72052
H 4.04466 -1.72531 3.07940
H 2.65884 -1.51565 2.04870
C 5.16551 0.91064 -2.06356
H 5.26093 1.93994 -1.71298
H 4.15854 0.82412 -2.49996
H 5.89515 0.82654 -2.86509
C -0.85112 -0.51496 4.51549
C -2.05558 0.30548 4.08729
C -2.12331 0.10450 2.58592
O -0.66388 -0.03889 2.13857
C 0.12267 -0.56424 3.33579
H -0.39309 -0.10696 5.41658
H -1.14327 -1.54479 4.74573
H -1.90560 1.37393 4.28938
H -2.98390 0.01471 4.59170
H -2.55417 0.95327 2.05798
H -2.65641 -0.81236 2.31260
H 0.99685 0.07982 3.46377
H 0.43003 -1.59138 3.10755

Record 3
91
Properties=species:S:1:pos:R:3 method="wB97M-V/def2-TZVPD" e_homo_ev=-2.1 total_energy_ha=-13246.26974 e_above_lowest_ev=0.000 molar_mass_g_mol=1309.98 fmax_ev_per_a=0.27 total_charge=-2 gap_ev=5.77
Tl 0.56655 1.42758 -0.79142
Se -3.02158 1.92144 -4.18418
Sb -0.65367 2.35087 -4.71373
Se 0.81141 0.78503 -3.27228
Se 0.08512 4.61802 -4.12457
Se 0.00301 1.56291 -6.91134
C 3.68713 4.04335 -2.16534
C 4.08154 2.77001 -1.47655
C 5.37757 2.28544 -1.51488
C 5.62974 1.06061 -0.89879
C 4.62050 0.36551 -0.28049
C 3.31372 0.91745 -0.26505
N 3.10234 2.11519 -0.85029
N 2.21448 0.31602 0.25294
Si 2.24020 -1.23483 1.04765
C 3.53831 -1.31112 2.40709
C 2.62107 -2.58628 -0.21719
C 0.61162 -1.62176 1.88327
H 4.52614 4.47261 -2.71253
H 3.33749 4.78200 -1.43985
H 2.86946 3.85914 -2.86771
H 6.15336 2.83078 -2.03458
H 6.62815 0.63722 -0.92560
H 4.80884 -0.60207 0.15722
H 4.56505 -1.40433 2.05251
H 3.32222 -2.18331 3.03298
H 3.46692 -0.43681 3.05629
H 3.11484 -2.16340 -1.09579
H 1.69955 -3.05672 -0.56522
H 3.26718 -3.36408 0.20044
H -0.22186 -1.11702 1.40034
H 0.65573 -1.33192 2.93678
H 0.42051 -2.69778 1.83401
N -1.90567 2.38206 -0.94488
C -1.88862 3.84539 -1.00971
C -0.68686 4.43936 -0.28521
N 0.53608 3.79293 -0.75912
H -2.33763 2.02853 -1.80710
H -2.42741 2.05827 -0.13912
H -2.80183 4.28307 -0.59268
H -1.83755 4.12527 -2.06302
H -0.76121 4.28146 0.79101
H -0.66489 5.51573 -0.48355
H 1.35617 4.04524 -0.22107
H 0.68836 4.03135 -1.74984
O 1.67318 2.30002 6.01606
S 1.38756 1.13764 5.21670
O 2.30568 0.03295 5.30135
N 1.11711 1.55707 3.65694
C -0.12823 1.36677 3.31091
S -0.81827 1.72008 1.80805
C -0.98970 0.77030 4.39491
C -2.32539 0.40796 4.35033
C -2.89143 -0.16078 5.48446
C -2.13893 -0.36049 6.63999
C -0.79990 0.00872 6.68529
C -0.25906 0.57058 5.54710
H -2.89769 0.56535 3.44577
H -3.93233 -0.45972 5.46699
H -2.60212 -0.81043 7.50954
H -0.20034 -0.14365 7.57329
O -0.99114 -0.82241 -0.71406
S -1.97756 -0.64419 -1.83920
C -2.15818 -2.26552 -2.63844
C -0.98658 -2.53395 -3.53453
C 0.05056 -3.34979 -3.10114
C 1.17303 -3.53584 -3.89560
C 1.25963 -2.90472 -5.12813
C 0.22854 -2.08240 -5.56337
C -0.89024 -1.89654 -4.76818
C -3.62226 -0.63218 -1.02672
C -3.77685 -1.68871 0.01798
C -3.09416 -1.56805 1.22784
C -3.18225 -2.56600 2.18667
C -3.95887 -3.69358 1.95344
C -4.64637 -3.81932 0.75403
C -4.55143 -2.82344 -0.20828
H -3.08851 -2.19998 -3.20704
H -2.25523 -3.00745 -1.84407
H -0.01268 -3.81786 -2.12531
H 1.98792 -4.15324 -3.53713
H 2.14684 -3.02541 -5.73782
H 0.31078 -1.52604 -6.48775
H -1.66052 -1.19880 -5.08344
H -4.35457 -0.70040 -1.83185
H -3.69564 0.36752 -0.59865
H -2.47396 -0.69602 1.40188
H -2.63109 -2.46090 3.11346
H -4.02459 -4.47352 2.70237
H -5.25403 -4.69582 0.56386
H -5.08238 -2.92620 -1.14833